(1)
DFT (the ωB97M-V functional and the def2-TZVPD basis) results for 4 unconnected molecules or ions with the total composition C12H26Cl2O9P.

Geometry as XYZ:
```
50
Properties=species:S:1:pos:R:3:mulliken_charge:R:1
Cl 1.22504 0.06604 -0.51148 0.0044
P -0.30883 1.26106 -0.59358 0.5031
Cl -1.96781 0.25764 -0.62572 0.0140
H -0.25841 2.10231 0.51761 0.2315
H -0.18947 1.99837 -1.77041 0.2177
C 4.76898 1.83619 -0.89284 -1.0718
C 3.67563 2.34847 -1.80763 0.0316
O 4.13698 3.37170 -2.68535 -0.3911
C 4.85987 2.93181 -3.72954 0.7453
O 5.09908 1.77729 -3.97103 -0.5552
O 5.24399 3.98423 -4.43493 -0.3455
C 6.09086 3.67813 -5.55304 -0.6340
H 5.22333 2.66317 -0.34734 0.3153
H 4.36767 1.11922 -0.17403 0.2873
H 5.55284 1.34420 -1.46520 0.3299
H 2.88585 2.81579 -1.21245 0.1675
H 3.22762 1.53779 -2.38827 0.3026
H 5.62869 2.93351 -6.19638 0.3030
H 7.05852 3.32444 -5.20322 0.3016
H 6.21793 4.60663 -6.10014 0.2265
C 0.23088 -7.28050 -1.64594 -1.0790
C -0.27077 -7.20949 -0.22115 -0.1790
O 0.29349 -6.08918 0.49316 -0.3592
C -0.22411 -4.90817 0.21360 0.7263
O -1.12376 -4.66467 -0.55043 -0.5638
O 0.42693 -3.98094 0.94132 -0.3700
C -0.00251 -2.65743 0.67204 -0.6050
H 1.32120 -7.29391 -1.66532 0.2959
H -0.14103 -8.18324 -2.12875 0.3562
H -0.10238 -6.41965 -2.22427 0.3069
H 0.04786 -8.08723 0.33592 0.2911
H -1.35815 -7.16298 -0.17651 0.3132
H -1.08373 -2.57083 0.78697 0.3215
H 0.28625 -2.37850 -0.33852 0.1756
H 0.48767 -2.01190 1.39775 0.3822
C -4.62601 0.00026 3.28343 -1.0889
C -5.29750 1.02725 2.39479 -0.1455
O -5.78266 2.14661 3.14057 -0.3367
C -4.84492 3.02143 3.50941 0.7903
O -3.66978 2.95500 3.23031 -0.5922
O -5.42465 3.97792 4.21992 -0.3271
C -4.53144 4.96479 4.74984 -0.6277
H -5.30265 -0.31347 4.07788 0.3100
H -4.33847 -0.87631 2.70074 0.3431
H -3.73354 0.41180 3.75356 0.3062
H -6.17131 0.58941 1.91613 0.3133
H -4.62803 1.37897 1.60751 0.2454
H -3.91971 5.39796 3.96195 0.2901
H -3.89895 4.52442 5.51838 0.2970
H -5.15657 5.73459 5.19067 0.2261
```

Output
HOMO level: -13.150 eV
LUMO level: -4.76 eV
orbital gap: 8.39 eV
total charge: +1

(2)
DFT (the ωB97M-V functional and the def2-TZVPD basis) results for a molecular structure, C12H26F3O10Y.

Geometry as XYZ:
```
52
Properties=species:S:1:pos:R:3:mulliken_charge:R:1
Y -0.54207 0.51991 0.87635 1.0094
O -4.01701 0.47121 4.12252 -0.8171
C -5.44179 0.24459 4.08028 -0.3472
C -6.44878 1.49537 3.90404 -0.3204
O -6.29566 2.46908 2.84651 -0.6783
H -5.71818 -0.34386 4.95517 0.2090
H -5.63927 -0.37042 3.20229 0.2114
H -6.41567 2.02291 4.85730 0.2181
H -7.46461 1.11034 3.81489 0.2078
O -3.49187 6.40989 -2.08146 -0.7206
C -2.16810 6.48774 -2.64526 -0.2249
C -0.94195 6.06878 -1.71246 -0.3595
O -1.17951 5.23292 -0.61661 -0.7077
H -1.88624 7.47593 -3.00875 0.1725
H -2.24132 5.77561 -3.46720 0.1605
H -0.29736 6.90804 -1.45122 0.1864
H -0.24036 5.49943 -2.32215 0.1873
O -4.75150 -0.72821 -2.25677 -0.6424
C -5.26683 -1.95622 -2.80928 -0.2913
C -6.80977 -2.30054 -2.74017 -0.3000
O -7.73766 -1.11152 -2.84596 -0.7899
H -4.76609 -2.70029 -2.18984 0.1755
H -4.98008 -2.19065 -3.83443 0.1792
H -7.10514 -2.70856 -1.77354 0.1592
H -7.03636 -3.09879 -3.44696 0.2171
C 4.71169 -1.10633 -2.45704 -0.2548
O 5.26935 -1.54897 -1.22900 -0.2272
O 3.40430 -0.65991 -2.11135 -0.8583
C 5.79703 -0.13465 -3.11580 0.8346
F 5.74542 1.05467 -2.54892 -0.2716
F 7.01130 -0.57988 -2.94916 -0.3018
F 5.63080 -0.01116 -4.42360 -0.3095
C 5.90681 -2.81596 -1.31641 -0.1138
C 6.27228 -3.11789 0.16330 -1.3065
H 6.66349 -4.11216 0.37890 0.3923
H 6.90630 -2.32552 0.56111 0.2881
H 5.38152 -3.06176 0.78899 0.3039
H 6.80498 -2.92351 -1.92453 0.2555
H 5.27267 -3.65064 -1.61521 0.3131
H 4.71034 -1.98595 -3.10075 0.2410
C 4.13768 2.88703 2.83953 -0.5419
O 3.20561 1.90412 3.21832 -0.4921
H 5.15470 2.50576 2.74790 0.2257
H 3.96918 3.29116 1.84134 0.2453
H 4.02722 3.66919 3.59061 0.2509
H 3.50063 1.34309 3.93930 0.2742
C -0.16175 -4.98936 2.55480 -0.5367
O -0.05098 -4.06278 1.46851 -0.4792
H -0.05490 -4.43986 3.49007 0.2120
H -1.15446 -5.42464 2.44009 0.2421
H 0.61696 -5.75189 2.57061 0.2335
H 0.20486 -4.63467 0.74113 0.2873
```

Output
HOMO level: 3.965 eV
LUMO level: 5.76 eV
orbital gap: 1.79 eV
total charge: -4

(3)
DFT (the ωB97M-V functional and the def2-TZVPD basis) results for 2 unconnected molecules or ions with the total composition C12H26N6O3.

Geometry as XYZ:
```
47
Properties=species:S:1:pos:R:3:mulliken_charge:R:1
C -2.38794 1.02638 0.81469 0.8545
C -1.37101 0.59158 -0.21648 -0.0866
C -1.93806 1.72717 2.13697 -0.8258
C -1.53325 3.19878 2.09616 -0.5975
C -0.81781 3.72423 3.36170 -0.2497
C -0.66208 5.22271 3.27122 -0.8808
C -0.70362 -0.76297 -2.11403 -0.0600
C -1.47500 -1.83025 -2.99297 0.3171
C 0.56524 -1.31059 -1.65409 -1.2059
C 0.52443 -2.71037 -0.85454 -0.2299
C 1.92700 -3.06596 -0.42855 -0.8634
C 4.03397 -3.93637 -1.79724 0.4161
H -2.28825 -0.88962 1.13234 0.4101
H -3.77679 0.02891 2.30554 0.3495
H -3.06578 1.79374 0.22248 0.1646
H -2.80429 1.55078 2.83017 0.3192
H -1.06002 1.05231 2.63778 0.1181
H -2.43223 3.91638 2.12013 0.2420
H -0.98796 3.46867 1.06901 0.0989
H -1.33457 3.48781 4.31904 0.2829
H 0.11924 3.30234 3.42300 0.3575
H -0.40778 5.75739 4.20860 0.3964
H -1.70309 5.62032 3.07582 0.3182
H 1.11305 5.48089 2.40057 0.2605
H -0.14945 4.98360 1.35131 0.3785
H -2.76421 -0.66025 -1.05832 0.3996
H -0.38662 0.07188 -2.71317 0.4655
H 1.22932 -1.18048 -2.48634 0.4630
H 1.08647 -0.66011 -0.94209 0.5314
H 0.11425 -3.46878 -1.49897 0.3584
H -0.06981 -2.41739 0.08951 0.1128
H 2.38670 -2.05650 -0.18776 0.4054
H 2.20201 -3.77536 0.43059 0.3261
H 2.10589 -4.00162 -2.27175 0.2672
H 4.45967 -3.45586 -0.02029 0.2682
H 3.90285 -3.76759 -3.86235 0.2130
H 5.19209 -4.55783 -3.36307 0.2667
H -0.21190 -1.63906 -4.43448 0.3719
N -3.33228 -0.19584 1.01825 -0.8146
N 0.16301 5.66362 2.16358 -0.5973
N -1.66383 -0.38914 -1.04039 -0.1821
N 2.69039 -3.53524 -1.62387 -0.1325
N 4.97328 -3.79034 -0.88657 -0.7516
N 4.25444 -4.38197 -3.11180 -0.5087
O -0.33191 1.31962 -0.18712 -0.7350
O -2.33262 -2.51621 -2.50976 -0.5237
O -1.05117 -2.03344 -4.22245 -0.4881
```

Output
energy relative to the best compared isomer or geometry (same formula, charge and spin): 136.1 kcal/mol
HOMO level: -8.994 eV
LUMO level: 0.07 eV
orbital gap: 9.06 eV

(4)
DFT (the ωB97M-V functional and the def2-TZVPD basis) results for a molecular structure, C12H26NO2P2Sn.

Geometry as XYZ:
```
44
Properties=species:S:1:pos:R:3:mulliken_charge:R:1
Sn 0.20157 -0.19207 1.51743 0.8657
P -1.80481 1.53392 1.21294 0.7433
C -2.36423 0.88690 -0.41500 -0.9428
C -1.27839 0.88356 -1.45487 0.4836
N -0.07996 0.43847 -1.03242 0.4655
C 0.91089 0.29809 -1.92132 0.2655
C 0.75371 0.67415 -3.26432 -0.9705
C -0.48244 1.14448 -3.71064 -0.5986
C -1.52255 1.23862 -2.78624 -0.8422
C 2.22045 -0.30669 -1.45197 -0.9365
P 2.08330 -1.28726 0.08722 0.7124
H -2.52409 1.56912 -3.06299 0.5120
H 1.60478 0.55981 -3.93265 0.5488
H -0.63737 1.41153 -4.75952 0.4674
H 2.60622 -0.98375 -2.23019 0.6626
H 2.96421 0.48842 -1.27552 0.4317
H -2.66153 -0.16939 -0.21562 0.1252
H -3.23461 1.48159 -0.72950 0.6216
H -1.33356 -2.84900 0.99326 0.2667
O -1.78803 -2.04657 0.58294 -0.4931
H -2.66193 -2.35011 0.28406 0.3221
H 0.08929 -3.10596 2.55849 0.2663
O -0.17664 -3.69511 1.81321 -0.6008
H 0.00620 -4.60534 2.12814 0.3182
C 1.62388 -2.92817 -0.50352 -1.1032
H 2.42572 -3.29886 -1.15700 0.4941
H 1.44903 -3.60241 0.34479 0.3525
H 0.68259 -2.87005 -1.06474 0.3639
C 3.76643 -1.41474 0.74736 -1.1659
H 3.74085 -1.96486 1.69825 0.4116
H 4.41754 -1.94532 0.03680 0.4322
H 4.18051 -0.41532 0.94171 0.4245
C -1.52123 3.31085 0.89574 -1.2285
H -2.47464 3.80342 0.64026 0.4563
H -1.10814 3.77046 1.80688 0.4569
H -0.80304 3.46607 0.07749 0.3771
C -3.28606 1.52071 2.24259 -1.1407
H -2.97068 1.71783 3.27303 0.4368
H -3.99827 2.29336 1.92785 0.4463
H -3.76545 0.53681 2.21074 0.3977
C 1.54051 1.55328 1.69994 -1.3423
H 0.97565 2.28935 2.28386 0.3928
H 1.81264 1.95512 0.71112 0.4055
H 2.42168 1.20506 2.25195 0.4382
```

Output
energy relative to the best compared isomer or geometry (same formula, charge and spin): 0.0 kcal/mol
HOMO level (spin up / spin down): -19.052 / -19.052 eV
LUMO level (spin up / spin down): -13.84 / -13.84 eV
orbital gap (spin up / spin down): 5.21 / 5.21 eV
total charge: +3

(5)
DFT (the ωB97M-V functional and the def2-TZVPD basis) results for C12H26NO6P in the gas phase.

Geometry as XYZ:
```
46
Properties=species:S:1:pos:R:3:mulliken_charge:R:1
C -2.51675 -5.09853 -2.57645 -0.7177
O -2.06926 -4.19779 -1.55553 -0.2475
P -0.47654 -4.48352 -1.14875 0.8029
O -0.34128 -5.11626 0.15746 -0.7165
O 0.25776 -5.53306 -2.08672 -0.5270
O 0.29820 -3.05168 -1.22088 -0.1661
C -0.54810 -2.01414 -0.61393 -1.0450
C 0.21328 -0.67600 -0.39198 0.4069
C 1.14072 -0.87452 0.82560 -1.0373
C 2.06690 0.34370 1.04902 -1.1381
C 1.34003 1.67924 1.27310 -0.3286
C 0.32723 1.57205 2.40737 -0.5877
C -0.15246 2.95557 2.86457 -0.9101
C -1.06430 3.68081 1.85537 -0.0925
C -1.65724 5.02014 2.38433 -0.7201
O -0.73950 5.86747 3.01183 -0.5278
N 1.01771 -0.44182 -1.60529 -0.0091
C 0.73058 0.53238 -2.57350 0.7363
C 1.60563 0.56616 -3.84432 -1.2177
O -0.13521 1.34072 -2.34481 -0.6053
H -3.56482 -4.84845 -2.76975 0.2328
H -2.49068 -6.11912 -2.16313 0.3225
H -1.91927 -5.03521 -3.50331 0.3205
H 1.00489 -5.66924 -1.48102 0.3552
H -0.89158 -2.36287 0.38081 0.4885
H -1.44563 -1.78038 -1.22754 0.3826
H -0.52384 0.11487 -0.17394 0.3030
H 0.57154 -1.03670 1.73727 0.3598
H 1.74455 -1.77736 0.70738 0.4574
H 2.71930 0.50018 0.17208 0.3494
H 2.71693 0.12130 1.86786 0.4571
H 0.81836 1.94519 0.33290 0.0486
H 2.07417 2.43851 1.51493 0.5082
H 0.77160 1.02814 3.23213 0.3754
H -0.50809 0.97395 2.08812 0.2799
H -0.67858 2.75733 3.82821 0.2693
H 0.69088 3.62140 3.05393 0.3842
H -1.89526 2.97170 1.54558 0.2444
H -0.47336 3.94106 0.95492 0.2450
H -2.38426 4.80125 3.17890 0.3418
H -2.18199 5.50214 1.54207 0.3552
H -0.36639 5.38420 3.76328 0.3290
H 1.52950 -1.23530 -1.93883 0.2715
H 2.64442 0.20484 -3.68180 0.3078
H 1.67801 1.54809 -4.25076 0.3796
H 1.06219 -0.06044 -4.57679 0.2795
```

Output
energy relative to the best compared isomer or geometry (same formula, charge and spin): 0.0 kcal/mol
HOMO level: -9.662 eV
LUMO level: 0.43 eV
orbital gap: 10.09 eV
SMILES: CO[P@@](=O)(O)OC[C@@H](CCCCCCCO)NC(C)=O

(6)
DFT (the ωB97M-V functional and the def2-TZVPD basis) results for C12H26O3 in the gas phase.

Geometry as XYZ:
```
41
Properties=species:S:1:pos:R:3:mulliken_charge:R:1
C 0.31155 3.59845 -1.21934 -1.0764
C 1.52680 2.84388 -0.70675 -0.5857
C 1.26457 1.76305 0.36216 -0.8971
C 0.21716 0.72987 -0.03963 -0.9806
C -0.03251 -0.31353 1.01113 1.5359
C 1.19420 -1.20654 1.25374 -1.2605
C 1.52436 -2.41872 0.38179 -0.5867
C 1.85741 -2.06871 -1.12055 -0.0554
C 3.10981 -1.20409 -1.30228 -1.0539
O -0.30405 0.20835 2.28052 -0.4199
C -1.43626 0.99761 2.35416 -0.6818
O -1.03123 -1.23458 0.59083 -0.3257
O -2.12485 -0.60040 -0.04337 -0.1847
C -2.35230 -1.17414 -1.29264 0.1605
C -3.54423 -0.44679 -1.85643 -1.2224
H -0.11291 4.30951 -0.49183 0.2809
H -0.49768 2.87967 -1.41748 0.2084
H 0.53950 4.22667 -2.12971 0.3643
H 2.26315 3.58579 -0.42631 0.4868
H 1.85813 2.32740 -1.59767 0.2222
H 0.96095 2.21046 1.31300 0.4326
H 2.15707 1.16833 0.68178 0.2319
H 0.58685 0.21577 -0.92949 0.2039
H -0.71582 1.24043 -0.19755 0.7172
H 2.09456 -0.56257 1.38252 0.3023
H 0.97221 -1.55884 2.32539 0.3045
H 0.59923 -3.10351 0.41144 0.2339
H 2.42640 -2.80917 0.83203 0.4276
H 0.98363 -1.60753 -1.59582 -0.0854
H 2.05060 -2.99786 -1.65208 0.4407
H 3.01138 -0.14148 -0.84986 0.0976
H 3.98387 -1.69154 -0.88882 0.3697
H 3.42261 -1.04889 -2.36665 0.3392
H -1.39190 1.53697 3.32524 0.3548
H -2.39237 0.41222 2.26903 0.2000
H -1.35946 1.74964 1.59227 0.2497
H -1.39102 -1.08728 -1.93480 0.0644
H -2.63854 -2.24233 -1.20205 0.2869
H -3.27112 0.62815 -1.83591 0.2852
H -4.44616 -0.54577 -1.24173 0.2955
H -3.85542 -0.68314 -2.95092 0.3198
```

Output
energy relative to the best compared isomer or geometry (same formula, charge and spin): 0.0 kcal/mol
HOMO level: -9.766 eV
LUMO level: 0.90 eV
orbital gap: 10.67 eV
SMILES: CCCCC(CCCC)(OC)OOCC

Number 1: strongest force on any atom 0.46 eV/A. Number 2: strongest force on any atom 5.33 eV/A. Number 3: strongest force on any atom 6.51 eV/A. Number 4: strongest force on any atom 4.16 eV/A. Number 5: strongest force on any atom 3.25 eV/A. Number 6: strongest force on any atom 2.42 eV/A.